[1]
{
  "formula": "C4H8N2O2",
  "method": "ωB97M-V/def2-TZVPD",
  "e_lumo_ev": [-0.38, 0.21],
  "homo_lumo_gap_ev": [6.814, 7.998],
  "relative_energy_kj_mol": 600.4,
  "homo_energy_ev": [-7.193, -7.788],
  "symbols": ["C", "N", "C", "C", "C", "O", "O", "N", "H", "H", "H", "H", "H", "H", "H", "H"],
  "positions_angstrom": [[-2.1125, 0.1257, -0.9510], [0.5550, -1.4400, 0.5774], [1.3431, -0.2878, 0.2631], [0.9542, 0.9714, 0.8316], [0.0935, -0.6291, -0.6321], [2.6601, -0.4021, -0.1600], [0.3841, 1.0094, 2.0388], [-0.7442, 0.4526, -0.6229], [2.7179, -1.1663, -0.7452], [0.1667, 1.9185, 2.2840], [-0.0406, -1.2742, 1.3853], [1.3418, 1.8925, 0.4090], [0.1561, -1.2687, -1.5209], [-2.6674, 1.0372, -1.1810], [-2.6498, -0.3997, -0.1445], [-2.1579, -0.5395, -1.8315]]
}

[2]
{
  "formula": "C49H127BN11O21",
  "method": "ωB97M-V/def2-TZVPD",
  "e_lumo_ev": 1.81,
  "homo_lumo_gap_ev": 8.818,
  "charge": -1,
  "homo_energy_ev": -7.008,
  "symbols": ["O", "C", "O", "B", "O", "C", "O", "O", "C", "O", "C", "O", "O", "C", "C", "C", "O", "C", "N", "H", "H", "H", "H", "H", "H", "H", "H", "H", "H", "H", "C", "C", "C", "O", "C", "N", "H", "H", "H", "H", "H", "H", "H", "H", "H", "H", "H", "C", "C", "C", "O", "C", "N", "H", "H", "H", "H", "H", "H", "H", "H", "H", "H", "H", "C", "C", "C", "O", "C", "N", "H", "H", "H", "H", "H", "H", "H", "H", "H", "H", "H", "C", "C", "C", "O", "C", "N", "H", "H", "H", "H", "H", "H", "H", "H", "H", "H", "H", "C", "C", "C", "O", "C", "N", "H", "H", "H", "H", "H", "H", "H", "H", "H", "H", "H", "C", "C", "C", "O", "C", "N", "H", "H", "H", "H", "H", "H", "H", "H", "H", "H", "H", "C", "C", "C", "O", "C", "N", "H", "H", "H", "H", "H", "H", "H", "H", "H", "H", "H", "C", "C", "C", "O", "C", "N", "H", "H", "H", "H", "H", "H", "H", "H", "H", "H", "H", "C", "C", "C", "O", "C", "N", "H", "H", "H", "H", "H", "H", "H", "H", "H", "H", "H", "C", "C", "C", "O", "C", "N", "H", "H", "H", "H", "H", "H", "H", "H", "H", "H", "H", "O", "H", "H", "C", "O", "H", "H", "H", "H"],
  "positions_angstrom": [[16.3037, -12.2731, 5.6242], [15.2915, -12.1560, 4.8956], [14.3531, -13.1177, 4.7950], [13.3082, -12.6559, 3.8492], [13.8587, -11.4018, 3.2723], [14.9721, -11.0763, 3.9096], [15.6245, -10.0227, 3.7721], [12.0256, -12.4677, 4.5795], [11.0692, -12.9766, 3.7959], [9.8942, -12.8130, 3.8990], [11.7634, -13.7928, 2.6544], [13.0497, -13.6509, 2.8132], [11.2445, -14.4316, 1.7697], [12.8414, -10.6366, -0.7828], [12.7439, -12.1472, -0.7940], [12.6274, -12.7330, -2.2128], [11.5131, -12.1267, -2.8956], [11.3140, -12.7387, -4.1400], [13.8431, -12.6813, 0.0184], [13.0315, -10.2707, 0.2262], [11.9177, -10.2027, -1.1658], [13.6939, -10.2437, -1.3369], [11.7585, -12.3748, -0.3872], [12.5133, -13.8090, -2.0813], [13.5046, -12.4751, -2.8064], [12.1914, -12.7495, -4.7866], [10.5178, -12.2347, -4.6879], [11.1039, -13.7805, -3.8978], [13.7555, -13.6857, 0.0792], [13.5914, -12.3826, 0.9498], [16.0873, -15.7552, 7.4062], [17.2699, -15.8650, 6.5050], [16.8956, -15.9612, 4.9740], [16.1012, -17.1232, 4.7948], [15.5953, -17.2746, 3.4193], [18.1677, -14.7623, 6.7419], [16.2600, -15.4166, 8.4278], [15.4410, -16.6318, 7.3638], [15.3703, -15.0178, 7.0452], [17.8834, -16.7484, 6.6818], [17.7421, -15.8422, 4.2978], [16.3297, -15.0535, 4.7644], [14.9056, -18.1185, 3.4040], [16.3854, -17.5652, 2.7269], [15.1084, -16.3459, 3.1216], [18.9673, -14.7645, 6.1249], [17.6576, -13.9551, 6.4127], [14.9607, -6.5656, 4.3000], [13.5396, -6.5251, 4.9200], [12.7943, -7.9086, 4.8233], [11.5106, -7.9050, 5.4504], [10.8221, -9.1342, 5.2858], [13.7772, -6.0862, 6.3306], [15.4901, -5.6192, 4.4097], [14.9038, -6.8220, 3.2420], [15.5001, -7.4192, 4.7106], [12.8748, -5.9029, 4.3209], [13.4938, -8.5994, 5.2939], [12.6401, -8.2733, 3.8078], [10.7338, -9.4542, 4.2475], [9.7863, -9.0255, 5.6074], [11.3877, -9.9203, 5.7860], [14.1420, -6.8804, 6.8369], [12.8129, -6.0487, 6.6286], [12.6276, -15.2200, 9.1552], [11.9948, -13.8735, 8.8438], [12.9837, -12.9233, 8.1130], [12.3363, -11.6273, 8.1406], [13.2239, -10.5584, 7.7895], [10.8568, -14.1342, 7.9609], [13.0616, -15.2517, 10.1546], [13.2520, -15.5450, 8.3230], [11.9420, -16.0484, 9.3336], [11.6925, -13.6080, 9.8568], [13.1665, -13.3092, 7.1101], [13.9518, -12.9406, 8.6136], [12.6993, -9.6101, 7.9059], [13.5941, -10.6214, 6.7662], [14.1136, -10.5942, 8.4181], [10.7917, -13.2813, 7.4238], [11.2766, -14.7607, 7.2891], [16.1129, -8.6959, 0.5702], [16.1114, -8.4799, -0.9187], [16.2842, -7.0039, -1.2161], [16.3869, -6.9485, -2.6213], [16.3568, -5.5874, -3.1695], [17.0632, -9.4552, -1.4361], [16.1927, -9.7214, 0.9309], [15.2198, -8.1903, 0.9373], [16.9787, -8.2623, 1.0706], [15.1292, -8.6245, -1.3686], [17.2236, -6.6477, -0.7934], [15.4395, -6.3866, -0.9102], [16.4901, -5.6169, -4.2509], [17.2668, -5.1127, -2.8026], [15.4436, -5.0593, -2.8949], [17.9783, -9.1881, -1.1026], [17.0741, -9.2451, -2.4240], [19.4248, -12.1580, 4.4534], [19.5615, -11.7761, 2.9847], [18.2656, -12.0426, 2.1369], [17.5820, -13.2318, 2.5628], [16.4710, -13.4486, 1.7656], [20.0190, -10.3904, 2.9364], [19.1686, -13.2084, 4.5916], [18.6277, -11.5999, 4.9446], [20.3317, -11.8920, 4.9962], [20.3520, -12.3454, 2.4956], [18.6165, -12.0846, 1.1058], [17.5831, -11.1974, 2.2266], [15.9294, -12.5047, 1.7027], [15.7828, -14.1481, 2.2401], [16.7189, -13.7108, 0.7370], [20.2247, -10.0739, 1.9996], [19.3283, -9.7314, 3.2664], [16.9499, -9.3005, 6.5921], [17.2459, -7.9286, 7.2652], [16.4050, -7.7927, 8.4844], [15.0277, -7.7994, 8.0944], [14.1862, -7.6312, 9.1334], [18.7313, -7.9428, 7.5156], [17.2395, -10.1845, 7.1603], [17.4465, -9.4481, 5.6331], [15.8782, -9.3714, 6.4061], [16.9942, -7.2256, 6.4712], [16.6195, -6.8485, 8.9849], [16.5723, -8.5683, 9.2318], [13.1309, -7.5964, 8.8629], [14.3739, -6.6811, 9.6337], [14.3507, -8.3892, 9.8992], [19.0016, -8.5256, 8.2949], [19.3045, -8.3278, 6.7785], [9.1974, -10.7541, 1.1408], [8.5575, -11.5561, 0.0162], [8.1787, -13.0180, 0.5233], [7.6310, -13.9453, -0.3892], [8.5252, -14.1641, -1.5036], [7.3818, -10.7965, -0.3260], [9.2049, -9.6815, 0.9472], [10.2436, -10.9965, 1.3278], [8.5649, -10.9444, 2.0078], [9.2852, -11.6280, -0.7922], [7.5887, -12.9328, 1.4358], [9.0994, -13.4560, 0.9085], [8.0444, -14.8242, -2.2255], [9.3611, -14.7680, -1.1506], [8.8643, -13.2407, -1.9732], [6.8947, -10.5357, 0.5195], [6.6765, -11.3342, -0.8092], [8.8901, -18.9010, 7.2486], [9.8551, -17.7924, 7.4700], [10.7737, -17.6048, 6.1609], [11.7827, -16.5989, 6.5348], [12.7536, -16.3597, 5.5526], [8.9848, -16.6740, 7.7133], [9.3560, -19.8759, 7.1055], [8.2289, -18.8450, 6.3839], [8.2806, -19.1029, 8.1295], [10.3912, -17.8746, 8.4155], [10.1526, -17.2510, 5.3380], [11.2487, -18.4667, 5.6924], [13.3101, -15.4480, 5.7701], [12.2906, -16.2415, 4.5729], [13.4198, -17.2188, 5.6318], [9.4521, -15.7839, 7.6159], [8.1699, -16.6052, 7.1205], [7.6564, -11.2097, 5.4420], [6.9859, -12.6108, 5.5974], [6.3047, -13.1005, 4.3074], [5.2681, -12.2075, 3.8442], [4.1186, -12.0816, 4.6971], [7.9196, -13.5951, 6.0506], [7.9861, -10.9439, 4.4376], [8.5062, -11.1328, 6.1201], [6.9756, -10.3799, 5.6322], [6.3118, -12.5035, 6.4472], [5.8102, -14.0610, 4.4523], [7.0808, -13.2570, 3.5582], [3.1976, -11.6520, 4.3030], [4.3611, -11.5646, 5.6256], [3.8286, -13.1102, 4.9114], [7.5578, -14.5193, 5.8634], [8.7418, -13.5601, 5.4651], [8.7068, -16.0826, 2.9171], [9.1376, -16.9027, 1.6661], [9.8948, -18.1564, 1.9349], [11.1019, -17.9408, 2.6751], [12.0193, -19.0074, 2.5620], [8.0249, -17.0680, 0.7302], [9.5323, -15.9429, 3.6151], [7.9171, -16.6888, 3.3611], [8.2992, -15.0844, 2.7575], [9.9267, -16.2995, 1.2171], [10.1128, -18.5457, 0.9404], [9.2277, -18.7895, 2.5199], [12.2656, -19.3242, 1.5486], [11.6594, -19.9189, 3.0393], [12.9602, -18.7318, 3.0383], [7.1898, -17.3278, 1.2354], [7.8499, -16.1090, 0.4661], [12.9012, -16.5196, 1.2734], [12.4046, -16.9715, 1.9556], [12.4182, -15.7069, 1.1235], [17.0594, -12.5959, 9.1899], [17.6880, -13.8284, 9.3990], [16.3747, -12.3308, 9.9956], [17.9086, -11.9136, 9.2265], [16.5287, -12.6118, 8.2379], [17.9763, -14.2529, 8.5876]]
}

[3]
{
  "formula": "C3H12N2OS",
  "method": "ωB97M-V/def2-TZVPD",
  "e_lumo_ev": 0.50,
  "smiles": "NC[C@H](N)CS.O",
  "homo_lumo_gap_ev": 9.809,
  "relative_energy_kj_mol": 211.9,
  "homo_energy_ev": -9.309,
  "symbols": ["N", "C", "C", "S", "C", "N", "H", "H", "H", "H", "H", "H", "H", "H", "H", "H", "H", "H", "O"],
  "positions_angstrom": [[-0.5425, -1.4519, -0.0217], [0.1060, -0.1968, -0.4292], [0.8510, -0.4697, -1.8458], [-0.2126, -0.6116, -3.4501], [1.0186, 0.4211, 0.5985], [0.4700, 0.9933, 1.8643], [-1.2476, -1.0221, 0.6544], [-1.0153, -1.5770, -2.8890], [-1.1794, -1.7672, -0.8002], [-0.7233, 0.4180, -0.7257], [1.6245, 0.3452, -2.0063], [1.4279, -1.3565, -1.5424], [1.3406, 1.2781, -0.0090], [1.8711, -0.2555, 0.7456], [1.2169, 1.8386, 2.1649], [0.2155, 0.3301, 2.6642], [-2.1809, 0.4830, 2.1265], [-1.0073, 1.4067, 1.5576], [-2.0331, 1.1941, 1.3435]]
}